(1)
A molecular structure, C3H4N2O2S at a distorted geometry, computed with ωB97M-V with the def2-TZVPD basis set.

Geometry (Å):
N1 1.6531 -0.0706 1.5765
H1 0.1806 1.1882 -1.4393
S1 1.4837 1.8560 0.4601
N2 2.8269 -0.4108 2.1176
H2 0.6499 -1.8731 1.3221
C1 0.0534 1.1041 -0.3554
C2 0.7129 -0.8516 0.9709
H3 -0.8351 -0.9181 -0.4660
C3 -0.0774 -0.3401 0.0340
H4 -0.8355 1.6567 -0.0498
O1 3.6113 0.4743 2.3386
O2 2.9485 -1.5869 2.3933

Forces on the atoms, in the same order (eV/Å):
-1.0 4.8 -1.6
0.0 0.0 0.1
0.3 -3.3 1.8
-0.1 -0.5 -0.1
0.0 0.0 -0.1
0.2 0.4 -0.2
-0.2 -1.0 -0.4
-0.1 -0.2 0.1
0.3 0.0 0.2
-0.1 0.0 -0.1
0.5 0.5 0.0
0.2 -0.6 0.2

The molar mass is 132.14 Da. The LUMO energy is -1.85 eV. As for the relative energy (zero: lowest compared OMol25 entry of this formula, charge and spin): 620.7 kJ/mol. The highest occupied orbital energy comes out at -9.1 eV. The HOMO-LUMO gap is 0.2672 Eh. Its maximum force is 0.100 Eh/bohr.

Löwdin atomic charge list, values in e, 4 entries: N -0.059; H 0.073; S 0.902; N -0.491

***

(2)
C3H4N2O2S in the gas phase at a distorted geometry, computed with ωB97M-V with the def2-TZVPD basis set.

Geometry (Å):
H1 -1.2160 0.7571 -1.3301
O1 -2.9566 1.6970 -0.8187
H2 0.6427 -0.6978 -0.7527
N1 -2.2647 -1.4024 0.2474
H3 1.2856 1.1647 0.3365
C1 0.1923 -0.5366 0.2785
C2 -1.8397 1.3017 -0.5678
S1 -0.9013 1.8602 0.9091
C3 -1.1824 -1.0015 0.1519
O2 -3.3368 -1.8596 0.1654
H4 0.7542 -1.1768 0.9211
N2 0.4124 0.8521 0.6534

Forces on the atoms, in the same order (eV/Å):
-0.3 0.3 0.6
1.2 -0.9 0.6
-0.4 0.1 1.0
2.5 0.4 -0.5
0.8 1.0 -0.6
0.9 -0.2 -1.9
-0.8 2.4 -0.9
-0.4 -0.7 -1.0
-0.2 -0.1 1.0
-2.4 -0.8 0.2
0.2 -0.7 0.7
-1.3 -0.9 0.9

The molar mass is 132.14 Da. The LUMO energy is 0.35 eV. As for the relative energy (zero: lowest compared OMol25 entry of this formula, charge and spin): 488.8 kJ/mol. The highest occupied orbital energy comes out at -9.0 eV. The HOMO-LUMO gap is 0.3439 Eh. Its SMILES is O=CSNCC#[N+][O-]. Its maximum force is 0.053 Eh/bohr.

Löwdin atomic charge list, values in e, 4 entries: H 0.107; O -0.012; H 0.141; N -0.125

***

(3)
C3H4N2O2S2 in the gas phase at a distorted geometry, computed with ωB97M-V with the def2-TZVPD basis set.

Geometry (Å):
N1 1.6621 0.5495 -1.4011
C1 0.6479 0.5130 0.9417
O1 3.7136 0.4744 -4.3356
C2 2.2810 0.7534 -2.5016
S1 0.5951 1.4495 -0.6569
H1 1.4412 -0.2208 0.7980
S2 -0.9083 -0.3310 1.2670
O2 0.0536 -1.3779 -1.0573
H2 0.8629 1.2044 1.7535
H3 -1.9660 -1.3343 -0.7639
H4 -1.0668 0.2665 -0.9432
N2 3.0391 0.4501 -3.3510
C3 -0.9872 -0.8609 -0.6085

Forces on the atoms, in the same order (eV/Å):
2.3 -0.6 -1.6
-0.2 0.3 -0.4
0.8 -0.2 -1.1
-1.3 -0.2 1.7
-0.3 1.9 1.9
0.1 0.2 0.0
0.0 0.1 -0.9
1.2 -1.2 -0.7
0.1 -0.1 0.0
0.0 -0.2 -0.1
0.0 -1.3 0.1
0.0 0.3 -0.2
-2.6 0.9 1.3

The molar mass is 164.21 Da. The LUMO energy (spin up / spin down) is 0.30 / -2.94 eV. As for the relative energy (zero: lowest compared OMol25 entry of this formula, charge and spin): 246.0 kJ/mol. The highest occupied orbital energy (spin up / spin down) comes out at -8.2 / -9.1 eV. The HOMO-LUMO gap (spin up / spin down) is 0.3124 / 0.2254 Eh. As for the multiplicity: 3. Its maximum force is 0.060 Eh/bohr.

Löwdin atomic charge list, values in e, 4 entries: N -0.322; C -0.723; O 0.054; C -0.171

***

(4)
C3H4N2O3 in the gas phase at a distorted geometry, computed with ωB97M-V with the def2-TZVPD basis set.

Geometry (Å):
H1 -2.8418 0.3900 -0.4281
H2 2.8061 -1.7379 0.0533
O1 -0.9869 0.0950 -0.6993
C1 1.9775 -0.9922 -0.0615
O2 2.3650 0.2896 0.0220
N1 0.1637 0.0375 -0.1147
C2 1.1763 1.0467 -0.1424
H3 -1.9681 0.7851 1.0314
H4 -2.2871 -0.9601 0.5926
C3 -2.0887 0.0431 0.2309
O3 0.9540 2.2216 -0.1810
N2 0.7299 -1.2184 -0.3033

Forces on the atoms, in the same order (eV/Å):
-1.3 0.1 -0.2
-1.2 0.8 -0.4
-2.7 1.4 -0.9
0.3 -2.1 -0.7
-1.2 1.9 0.2
3.9 -1.1 0.4
-2.1 -0.6 0.2
0.2 -0.4 -0.1
0.2 -0.1 0.1
0.6 0.7 -0.2
1.3 -0.7 0.0
2.1 0.2 1.7

The molar mass is 116.08 Da. The LUMO energy is 0.83 eV. As for the relative energy (zero: lowest compared OMol25 entry of this formula, charge and spin): 348.1 kJ/mol. The highest occupied orbital energy comes out at -9.4 eV. The HOMO-LUMO gap is 0.3777 Eh. Its SMILES is COn1ncoc1=O. Its maximum force is 0.079 Eh/bohr.

Löwdin atomic charge list, values in e, 4 entries: H 0.077; H 0.153; O -0.095; C -0.186